{"formula": "C35H49BN10S4Tl", "method": "ωB97M-V/def2-TZVPD", "species": ["Tl", "C", "C", "C", "C", "N", "N", "B", "N", "N", "C", "C", "C", "C", "C", "S", "C", "C", "C", "C", "N", "N", "C", "C", "C", "C", "C", "S", "C", "C", "C", "C", "C", "S", "C", "C", "C", "C", "H", "H", "H", "H", "H", "H", "H", "H", "H", "H", "H", "H", "H", "H", "H", "H", "H", "H", "H", "H", "H", "H", "H", "H", "H", "H", "H", "H", "H", "H", "H", "H", "H", "H", "H", "H", "H", "H", "H", "C", "C", "N", "N", "C", "N", "S", "C", "C", "C", "C", "C", "N", "H", "H", "H", "H", "H", "H", "H", "H", "H", "H"], "xyz": [[0.240, 0.282, -0.619], [2.167, 4.150, 2.461], [1.599, 2.916, 3.088], [0.990, 2.920, 4.304], [0.418, 1.733, 4.843], [0.548, 0.599, 4.218], [1.218, 0.578, 3.045], [1.512, -0.858, 2.664], [0.463, -1.823, 3.151], [0.813, -2.487, 4.271], [-0.052, -3.317, 4.788], [-1.271, -3.588, 4.108], [-1.640, -2.882, 3.006], [-2.945, -3.116, 2.306], [-0.723, -1.888, 2.547], [-1.264, -0.796, 1.319], [0.259, -3.986, 6.115], [0.450, -5.491, 5.872], [1.517, -3.398, 6.749], [-0.935, -3.756, 7.058], [2.338, -1.299, 1.452], [2.965, -1.328, 2.642], [4.227, -1.620, 2.803], [4.895, -2.013, 1.609], [4.273, -2.056, 0.395], [4.982, -2.490, -0.843], [2.887, -1.639, 0.307], [2.053, -1.576, -1.174], [4.878, -1.545, 4.157], [3.953, -0.846, 5.155], [5.174, -2.986, 4.612], [6.194, -0.760, 4.023], [1.684, 1.664, 2.407], [2.350, 1.526, 0.838], [-0.312, 1.731, 6.173], [-1.118, 0.442, 6.348], [-1.257, 2.939, 6.249], [0.751, 1.826, 7.279], [2.033, 5.012, 3.111], [1.682, 4.347, 1.503], [3.231, 4.026, 2.253], [0.924, 3.842, 4.868], [-1.920, -4.375, 4.475], [-3.459, -3.972, 2.739], [-2.789, -3.288, 1.241], [-3.593, -2.242, 2.399], [1.292, -5.677, 5.201], [-0.442, -5.954, 5.444], [0.656, -5.988, 6.821], [2.404, -3.628, 6.160], [1.649, -3.826, 7.743], [1.440, -2.313, 6.853], [-1.837, -4.267, 6.717], [-1.158, -2.692, 7.167], [-0.690, -4.151, 8.044], [5.941, -2.282, 1.677], [6.009, -2.776, -0.633], [4.977, -1.687, -1.583], [4.465, -3.336, -1.301], [2.989, -1.351, 5.236], [3.784, 0.198, 4.868], [4.421, -0.848, 6.139], [4.252, -3.544, 4.779], [5.733, -2.952, 5.548], [5.780, -3.526, 3.881], [6.041, 0.209, 3.541], [6.951, -1.314, 3.465], [6.593, -0.581, 5.022], [-1.886, 0.351, 5.575], [-1.610, 0.458, 7.320], [-0.472, -0.437, 6.298], [-1.919, 2.983, 5.381], [-0.720, 3.885, 6.328], [-1.881, 2.849, 7.139], [1.398, 0.945, 7.275], [0.261, 1.886, 8.251], [1.377, 2.715, 7.166], [-3.684, 0.931, -3.527], [-2.524, 0.402, -2.742], [-1.711, 1.154, -2.104], [-1.891, 2.505, -2.155], [-0.848, 3.328, -1.939], [-1.068, 4.628, -2.068], [0.697, 2.759, -1.523], [-2.231, -1.049, -2.633], [-2.927, -1.999, -3.358], [-2.631, -3.345, -3.174], [-1.653, -3.696, -2.266], [-0.981, -2.682, -1.599], [-1.250, -1.395, -1.787], [-3.357, 1.717, -4.210], [-4.183, 0.172, -4.117], [-4.433, 1.349, -2.846], [-2.787, 2.885, -2.428], [-1.958, 5.012, -2.349], [-0.302, 5.272, -1.950], [-3.688, -1.719, -4.071], [-3.172, -4.100, -3.729], [-1.406, -4.731, -2.075], [-0.198, -2.913, -0.890]], "forces_ev_per_angstrom": [[0.4, -0.2, 0.2], [0.0, 0.0, 0.0], [0.0, 0.2, 0.0], [0.0, 0.0, 0.0], [0.0, 0.0, 0.0], [0.0, 0.0, 0.1], [0.0, -0.1, -0.1], [-0.3, 0.3, 0.2], [0.0, -0.1, -0.1], [0.1, 0.0, 0.0], [0.0, -0.1, 0.0], [0.0, 0.0, 0.0], [-0.2, 0.0, -0.1], [0.1, 0.1, 0.1], [0.0, 0.0, 0.0], [0.0, 0.3, -0.2], [0.0, 0.0, 0.0], [0.0, 0.0, 0.0], [0.0, 0.0, 0.0], [0.0, 0.0, 0.0], [0.0, -0.3, 0.2], [0.0, 0.0, 0.0], [0.1, 0.0, 0.0], [0.1, 0.0, 0.1], [-0.1, 0.0, -0.1], [0.0, 0.0, -0.1], [0.2, -0.1, 0.0], [-0.1, 0.4, -0.2], [0.0, 0.0, 0.1], [0.0, 0.0, -0.1], [0.0, 0.0, 0.0], [0.0, 0.0, -0.1], [0.0, 0.0, -0.1], [0.0, 0.0, 0.1], [0.0, 0.0, 0.0], [0.0, 0.0, -0.1], [0.0, 0.0, 0.0], [0.0, 0.0, 0.0], [0.0, 0.0, 0.0], [0.0, 0.0, 0.0], [0.0, 0.0, 0.0], [0.0, 0.0, 0.0], [0.0, 0.1, 0.1], [0.0, 0.0, 0.0], [0.0, 0.0, 0.0], [0.0, 0.0, 0.0], [0.0, 0.0, 0.0], [0.0, 0.0, 0.0], [0.0, 0.0, 0.0], [0.0, 0.0, 0.0], [0.0, 0.0, 0.0], [0.0, 0.0, 0.0], [0.0, 0.0, 0.0], [0.0, 0.0, 0.0], [0.0, 0.0, 0.0], [0.0, 0.0, 0.0], [0.0, 0.0, 0.0], [0.0, 0.0, 0.0], [0.0, 0.0, 0.0], [0.0, 0.0, 0.0], [0.0, 0.0, 0.0], [0.0, 0.0, 0.0], [0.0, 0.0, 0.0], [0.0, 0.0, 0.0], [0.0, 0.0, 0.0], [0.0, 0.0, 0.0], [0.0, 0.0, 0.0], [0.0, 0.0, 0.0], [0.0, 0.0, 0.0], [0.0, 0.0, 0.0], [0.0, 0.0, 0.0], [0.0, 0.0, 0.0], [0.0, 0.0, 0.0], [0.0, 0.0, 0.0], [0.0, 0.0, 0.0], [0.0, 0.0, 0.0], [0.0, 0.0, 0.0], [0.0, 0.0, 0.0], [-0.1, 0.1, -0.1], [0.0, 0.1, 0.0], [0.0, 0.0, 0.0], [-0.1, -0.1, -0.1], [0.1, 0.0, 0.0], [-0.2, -0.3, 0.1], [0.1, -0.1, 0.1], [-0.1, -0.1, -0.1], [0.0, 0.0, 0.0], [0.0, 0.0, 0.0], [-0.1, 0.0, 0.0], [0.1, -0.1, -0.1], [0.0, 0.0, 0.0], [0.0, 0.0, 0.0], [0.0, 0.0, 0.0], [-0.1, 0.0, 0.0], [0.0, 0.0, 0.0], [0.0, 0.0, 0.0], [0.0, 0.0, 0.1], [0.0, 0.0, 0.0], [0.0, 0.0, 0.0], [0.0, 0.0, 0.0]], "charge": 3, "orbital_gap_ev": 6.600, "lumo_ev": -9.168}

{"formula": "C2HCl2NO", "method": "ωB97M-V/def2-TZVPD", "species": ["C", "C", "N", "O", "Cl", "Cl", "H"], "xyz": [[-0.229, -0.504, 0.359], [-2.744, -0.105, -0.077], [-1.418, -0.107, -0.151], [0.046, -0.747, 1.483], [-3.763, 1.244, 0.370], [-3.504, -1.492, -0.583], [0.472, -0.402, -0.513]], "forces_ev_per_angstrom": [[0.7, 1.2, -3.0], [6.0, 0.6, -0.1], [-6.4, 1.1, 1.3], [0.1, -0.7, 1.5], [0.8, -0.7, -0.4], [-1.4, -1.0, -0.2], [0.3, -0.5, 0.8]], "charge": 0, "orbital_gap_ev": 9.651, "lumo_ev": -0.677, "smiles": "O=CN=C(Cl)Cl"}

{"formula": "C4H7N2", "method": "ωB97M-V/def2-TZVPD", "species": ["C", "C", "C", "C", "N", "N", "H", "H", "H", "H", "H", "H", "H"], "xyz": [[1.540, -0.797, 0.159], [-0.884, 0.703, 0.073], [-0.955, -0.828, -0.084], [0.494, 0.646, -0.592], [0.432, -0.809, -0.607], [1.726, 0.514, 0.142], [2.101, -1.590, 0.627], [-1.621, 1.249, -0.509], [-0.868, 1.079, 1.092], [-1.060, -1.414, 0.829], [-1.651, -1.182, -0.841], [0.724, 1.523, -1.947], [2.499, 1.131, 0.357]], "forces_ev_per_angstrom": [[0.3, 0.4, 0.1], [-0.3, 0.3, 0.2], [-1.0, -0.4, 0.6], [0.5, 3.3, -4.4], [0.8, -0.4, -0.9], [0.2, -0.4, 0.5], [0.0, -0.1, 0.2], [0.1, 0.0, 0.0], [0.0, 0.0, 0.0], [0.0, 0.1, -0.1], [0.1, 0.0, 0.0], [-0.7, -2.8, 3.9], [0.0, -0.1, 0.0]], "charge": 1, "orbital_gap_ev": [10.640, 10.640], "lumo_ev": [-4.947, -4.947]}

Sequential energy above the lowest of the compared OMol25 structures with the same formula, charge and spin output: 53.3, 110.1, 503.9 kJ/mol
Sequential E_tot output: -100681.0802, -30670.8553, -7230.5162 eV
Sequential molecular weight output: 953.31, 125.94, 83.11 g/mol